ORCA calculation (ωB97M-V/def2-TZVPD) on 2 unconnected molecules or ions with the total composition C35H17BF15NO at a distorted geometry.

XYZ file:
```
70
Properties=species:S:1:pos:R:3
C -11.78005 2.15142 5.37805
O -10.36749 1.83534 5.30820
C -9.99716 0.54917 5.56244
C -10.92230 -0.51831 5.71135
C -10.45213 -1.80990 5.84546
C -9.07342 -2.11106 5.75952
C -8.59105 -3.45608 5.52388
C -9.18719 -4.27736 4.54259
C -8.67016 -5.53173 3.98297
C -7.44934 -6.17920 4.05671
C -7.25537 -7.38510 3.36072
C -8.23115 -7.86429 2.47350
C -9.40972 -7.13160 2.25528
C -9.60373 -5.99255 3.02440
N -10.60199 -5.01588 2.90926
C -11.64607 -4.98984 1.90241
C -10.36912 -4.01639 3.79781
C -8.16593 -1.01323 5.80315
C -8.60869 0.28111 5.65641
H -11.80754 3.23989 5.36471
H -12.31217 1.74624 4.50482
H -12.23990 1.77455 6.30420
H -11.99223 -0.31239 5.69369
H -11.16937 -2.61844 5.99430
H -7.57842 -3.72546 5.81858
H -6.65605 -5.74646 4.64862
H -6.32735 -7.94399 3.49695
H -8.05791 -8.80449 1.94305
H -10.16737 -7.43918 1.53348
H -11.68762 -5.96305 1.40856
H -12.60823 -4.77459 2.38496
H -11.46623 -4.20599 1.14798
H -11.00799 -3.13605 3.83673
H -7.09916 -1.22610 5.89834
H -7.90785 1.11322 5.60433
F -2.82632 -2.27975 11.18404
C -3.88006 -2.75322 10.49869
C -3.95485 -4.10150 10.17565
F -2.95465 -4.93291 10.52344
C -5.08294 -4.58495 9.50506
F -5.03073 -5.89350 9.14348
C -6.19309 -3.77613 9.22936
B -7.64663 -4.32986 8.81446
C -7.74337 -5.94073 8.85839
C -7.44997 -6.72270 7.74866
F -6.67630 -6.17673 6.75928
C -7.67045 -8.09561 7.69319
F -7.45119 -8.76897 6.54616
C -7.98604 -8.76627 8.86977
F -8.06645 -10.10863 8.88463
C -8.10910 -8.04525 10.05382
F -8.20762 -8.69868 11.22573
C -8.01150 -6.65365 10.02847
F -8.00309 -6.02869 11.23574
C -8.85555 -3.77629 9.73043
C -10.18215 -3.88932 9.30596
F -10.48767 -4.57125 8.16163
C -11.25347 -3.42357 10.06670
F -12.49981 -3.45322 9.55861
C -11.02671 -2.96703 11.36093
F -12.05306 -2.57902 12.13751
C -9.72751 -2.91158 11.85169
F -9.49715 -2.54062 13.12371
C -8.67041 -3.29278 11.02479
F -7.44966 -3.28868 11.62423
H -7.93060 -3.92818 7.62812
C -6.00029 -2.40472 9.42230
F -6.97724 -1.52919 9.06460
C -4.87234 -1.88231 10.05027
F -4.76063 -0.55764 10.26989
```

Calculated values
Calculated total energy, eV: -81542.5468
Energy above the lowest of the compared OMol25 structures with the same formula, charge and spin, kcal per mole: 0.6
Highest occupied orbital energy, eV: -8.3
Kohn-Sham gap, eV: 5.81
Lowest unoccupied orbital energy, eV: -2.5